Entry 1:
Formula: C16H19NO3S
Source: the Open Molecules 2025 dataset
Level of theory: wB97M-V/def2-TZVPD

Last column: natural (NBO) charge in e.
Cartesian coordinates (Å):
O -3.8498 -0.5214 1.0028  -0.58
C -3.2303 0.4957 0.8668  0.79
O -2.2647 0.8338 1.7326  -0.69
H -1.7693 1.6211 1.4442  0.51
C -3.4627 1.4808 -0.2639  -0.51
H -4.4115 1.2342 -0.7407  0.24
H -3.5269 2.4895 0.1503  0.22
C -2.3333 1.4235 -1.3136  -0.43
C -0.9924 1.7007 -0.7163  0.14
C -0.6064 2.8530 -0.0617  -0.34
C 0.7274 2.6894 0.3241  -0.26
C 1.1318 1.4334 -0.0951  0.09
N 0.0623 0.8328 -0.7184  -0.32
C 0.0542 -0.4708 -1.3254  -0.24
H 1.0783 -0.8364 -1.4051  0.23
H -0.3501 -0.4051 -2.3407  0.21
C -0.7625 -1.5240 -0.5487  0.10
C -0.3294 -1.7152 0.9188  -0.45
H -1.2003 -1.6577 1.5699  0.24
C 0.2717 -3.1214 0.9374  -0.43
H 1.3435 -3.0818 0.7419  0.20
C -0.4482 -3.7776 -0.2384  -0.06
H -1.4467 -4.1231 0.0663  0.16
H 0.0986 -4.6056 -0.6904  0.19
O -0.5655 -2.7621 -1.2139  -0.53
H 0.0974 -3.6430 1.8746  0.22
H 0.3836 -0.9562 1.2326  0.22
H -1.8309 -1.2702 -0.5855  0.18
C 2.4712 0.9275 0.0531  -0.21
C 3.5860 1.7163 0.1847  -0.24
C 4.7764 0.9895 0.3756  -0.25
C 4.5747 -0.3518 0.3963  -0.41
S 2.9188 -0.7527 0.1843  0.42
H 5.2904 -1.1403 0.5161  0.24
H 5.7425 1.4481 0.4881  0.23
H 3.5523 2.7885 0.1241  0.22
H 1.3272 3.3972 0.8590  0.22
H -1.2094 3.7278 0.0905  0.23
H -2.3496 0.4515 -1.8036  0.23
H -2.5483 2.1818 -2.0727  0.23

Output
SMILES string: O=C(O)CCc1ccc(-c2cccs2)n1C[C@@H]1CCCO1
Spin multiplicity: 1
Relative energy (zero: lowest compared OMol25 entry of this formula, charge and spin) in eV: 0.503
HOMO-LUMO gap in eV: 8.42
Total energy in eV: -35368.3542

Entry 2:
Formula: C6H12O
Source: the Open Molecules 2025 dataset
Level of theory: wB97M-V/def2-TZVPD

Last column: natural (NBO) charge in e.
Cartesian coordinates (Å):
C -0.2776 -0.9982 1.8604  -0.69
C 0.6763 -0.3279 0.8408  0.08
C 1.4868 -0.8871 -0.1306  -0.47
C 0.8153 1.1856 0.8549  -0.50
C -0.0833 1.9899 1.7618  -0.20
C -0.4849 3.2032 1.3901  -0.40
H -0.8312 -0.1791 2.2633  0.24
H -1.1048 -1.5098 1.2887  0.23
H 0.2799 -1.8197 2.2813  0.25
H 1.5024 -1.7842 -0.6726  0.19
H 2.6157 -0.5591 -0.1195  0.19
H 0.7574 1.5247 -0.1971  0.24
H 1.8179 1.3965 1.2583  0.24
H -0.4187 1.7420 2.7595  0.20
H -0.8033 3.3476 0.3492  0.19
H -0.3400 4.0873 2.1023  0.21
H -1.1111 -3.5534 -4.5489  0.46
H -1.7835 -3.4672 -5.8697  0.47
O -1.6721 -3.0273 -5.0449  -0.93

Output
SMILES string: C=CCC(=C)C.O
Spin multiplicity: 1
Relative energy (zero: lowest compared OMol25 entry of this formula, charge and spin) in eV: 4.885
HOMO-LUMO gap in eV: 9.04
Total energy in eV: -8459.4687

Entry 3:
Formula: C51H37Cl4N7Y
Source: the Open Molecules 2025 dataset
Level of theory: wB97M-V/def2-TZVPD

Last column: natural (NBO) charge in e.
Cartesian coordinates (Å):
Y 0.2637 0.2298 -0.1621  2.22
Cl 6.7586 -2.3495 6.3260  0.03
C 5.5686 -1.7872 5.2000  -0.03
C 5.5210 -2.3324 3.9270  -0.22
C 4.5632 -1.8786 3.0315  -0.20
C 3.6545 -0.8887 3.3966  -0.09
C 3.7242 -0.3536 4.6792  -0.14
C 4.6774 -0.7981 5.5838  -0.24
C 2.6224 -0.4105 2.4242  0.03
C 3.0822 0.3625 1.3418  0.15
C 4.4319 0.8423 1.1743  -0.21
C 4.4340 1.6745 0.1031  -0.22
C 3.0860 1.7282 -0.4014  0.14
C 2.6217 2.6328 -1.3718  0.04
C 3.6495 3.5392 -1.9819  -0.09
C 4.2354 3.2294 -3.2030  -0.20
C 5.1919 4.0649 -3.7638  -0.21
C 5.5581 5.2201 -3.0955  -0.03
Cl 6.7480 6.2690 -3.7925  0.02
C 4.9854 5.5505 -1.8766  -0.24
C 4.0337 4.7058 -1.3245  -0.15
C 1.2806 2.8519 -1.7421  0.14
N 0.1930 2.1024 -1.3629  -0.72
C -0.9327 2.7592 -1.8025  0.15
C -2.2666 2.4077 -1.5276  0.03
C -3.3360 3.2418 -2.1668  -0.09
C -3.8501 4.3516 -1.5015  -0.19
C -4.8400 5.1314 -2.0814  -0.22
C -5.3194 4.7940 -3.3376  -0.03
Cl -6.5544 5.7631 -4.0691  0.03
C -4.8220 3.6944 -4.0170  -0.22
C -3.8298 2.9237 -3.4265  -0.19
C -2.7011 1.4080 -0.6405  0.11
C -4.0676 1.1308 -0.2896  -0.17
C -4.0525 0.1676 0.6704  -0.24
C -2.6747 -0.1505 0.9371  0.14
N -1.8833 0.5936 0.1011  -0.73
C -2.2209 -0.9730 1.9885  0.03
C -0.9017 -1.0590 2.4708  0.13
C -0.4818 -1.8039 3.6308  -0.22
C 0.8531 -1.6121 3.7729  -0.22
C 1.2852 -0.7630 2.6905  0.14
N 0.1936 -0.4322 1.9304  -0.71
C -3.2660 -1.7799 2.6935  -0.09
C -3.6781 -1.4738 3.9871  -0.20
C -4.6516 -2.2323 4.6214  -0.21
C -5.2174 -3.3067 3.9550  -0.03
Cl -6.4290 -4.2608 4.7428  0.03
C -4.8272 -3.6287 2.6647  -0.24
C -3.8545 -2.8612 2.0412  -0.15
C -0.5330 3.9351 -2.5306  -0.21
C 0.8221 3.9895 -2.4976  -0.22
N 2.3025 0.8813 0.3401  -0.72
H 6.2253 -3.1040 3.6443  0.24
H 4.5210 -2.3002 2.0325  0.22
H 3.0278 0.4244 4.9731  0.22
H 4.7339 -0.3798 6.5804  0.24
H 5.2613 0.5982 1.8208  0.24
H 5.2656 2.2360 -0.2942  0.25
H 3.9440 2.3239 -3.7240  0.22
H 5.6508 3.8238 -4.7135  0.24
H 5.2849 6.4577 -1.3684  0.24
H 3.5834 4.9532 -0.3690  0.22
H -3.4710 4.6084 -0.5181  0.23
H -5.2399 5.9946 -1.5653  0.24
H -5.2063 3.4480 -4.9981  0.24
H -3.4325 2.0662 -3.9590  0.22
H -4.9291 1.6333 -0.7033  0.24
H -4.8999 -0.2571 1.1873  0.24
H -1.1288 -2.3998 4.2566  0.24
H 1.4984 -2.0201 4.5358  0.24
H -3.2381 -0.6271 4.5027  0.23
H -4.9750 -1.9910 5.6256  0.24
H -5.2816 -4.4712 2.1601  0.23
H -3.5422 -3.1045 1.0308  0.20
H -1.2092 4.6427 -2.9868  0.24
H 1.4603 4.7514 -2.9192  0.24
C -2.3091 -3.9309 -3.4168  -0.42
C -2.7196 -2.5959 -2.8395  -0.21
N -1.5558 -1.9914 -2.2049  -0.58
C -0.5404 -2.6708 -1.6047  0.66
N 0.3888 -1.9767 -0.9709  -0.78
C 1.4474 -2.7154 -0.2583  -0.23
C 1.7576 -4.0361 -0.9245  -0.41
C 0.4679 -4.8176 -1.0233  -0.20
N -0.5525 -4.0178 -1.7030  -0.42
C -1.6658 -4.7462 -2.3166  -0.20
H -1.5938 -3.7785 -4.2270  0.22
H -3.1737 -4.4579 -3.8164  0.24
H -3.5311 -2.7289 -2.1180  0.19
H -3.0733 -1.9200 -3.6155  0.22
H -1.5834 -0.9990 -2.0518  0.40
H 1.1378 -2.8954 0.7773  0.20
H 2.3420 -2.0899 -0.2200  0.21
H 2.4943 -4.5940 -0.3458  0.23
H 2.1643 -3.8661 -1.9242  0.21
H 0.1191 -5.1009 -0.0255  0.20
H 0.6005 -5.7333 -1.5967  0.22
H -2.4088 -5.0059 -1.5552  0.19
H -1.2654 -5.6791 -2.7094  0.22

Output
Spin multiplicity: 1
Relative energy (zero: lowest compared OMol25 entry of this formula, charge and spin) in eV: 0.000
HOMO-LUMO gap in eV: 5.78
Net charge: +1
Total energy in eV: -115051.9839

Entry 4:
Formula: C4H11N3O2
Source: the Open Molecules 2025 dataset
Level of theory: wB97M-V/def2-TZVPD

Last column: natural (NBO) charge in e.
Cartesian coordinates (Å):
C 1.0279 -1.1777 -3.1146  -0.43
C -0.9399 -0.5059 -1.8655  0.59
N -1.0858 0.5461 -0.9261  -0.85
N 0.0304 -0.1405 -2.8384  -0.64
N -1.5201 -1.6014 -1.8377  -0.76
H -1.7451 0.2568 -0.1972  0.38
H -1.5285 1.3709 -1.3317  0.38
H 0.5197 0.7099 -2.6080  0.38
H -1.2649 -2.4204 -2.3692  0.37
H 2.2555 -0.1671 3.8024  0.50
H 1.2652 -1.7564 -2.2293  0.19
H 2.0183 -0.7259 -3.2770  0.20
H 0.8251 -1.8410 -3.9523  0.20
C -0.6184 1.1333 3.1182  -0.73
C 0.8633 1.1569 3.4400  0.80
O 1.5015 2.1436 3.6533  -0.58
O 1.3487 -0.1212 3.4100  -0.70
H -1.2739 1.1948 3.9867  0.24
H -0.7994 0.1108 2.7999  0.23
H -0.8795 1.8345 2.3362  0.24

Output
SMILES string: [H]/N=C(/N)NC.CC(=O)O
Spin multiplicity: 1
Relative energy (zero: lowest compared OMol25 entry of this formula, charge and spin) in eV: 1.254
HOMO-LUMO gap in eV: 10.05
Total energy in eV: -12891.5763

Entry 5:
Formula: C10H15N3
Source: the Open Molecules 2025 dataset
Level of theory: wB97M-V/def2-TZVPD

Last column: Mulliken spin population.
Cartesian coordinates (Å):
C 0.9537 0.1542 2.5545  0.22
C 1.9313 0.3979 -1.9898  0.12
C 1.7600 0.6879 1.6066  0.56
C 2.2153 0.9884 -0.7906  -0.06
C -0.3577 -0.1242 2.2246  0.38
C 1.0189 -0.6778 -1.9383  0.02
C -0.0770 0.3964 -0.1210  -0.06
C -0.7999 1.5617 -0.9455  0.07
C -2.3394 -0.0723 0.8581  -0.01
C -0.7020 -2.0560 -0.8745  0.00
N 1.2777 0.8247 0.3208  0.19
N -0.9315 0.1374 1.0428  0.39
N 0.0958 -0.8127 -1.0165  0.07
H 1.2679 -0.1098 3.5598  0.00
H 2.4372 0.6460 -2.8311  0.00
H 2.9390 0.8181 1.6970  0.00
H 3.1699 1.5393 -0.6309  0.00
H -0.9616 -0.5831 2.9078  0.04
H 1.1524 -1.4910 -2.5458  0.01
H -1.4723 1.0208 -1.6620  0.00
H -0.1317 2.2998 -1.4052  0.00
H -1.3272 1.9952 -0.2098  0.00
H -2.6964 -0.0804 -0.2433  0.00
H -2.9078 0.7246 1.3077  0.02
H -2.7740 -0.8869 1.5193  0.02
H -1.2045 -2.1218 0.0962  0.00
H -0.0961 -2.9653 -0.9146  0.00
H -1.4401 -2.2114 -1.5765  0.00

Output
Spin multiplicity: 3
Expectation value of S²: 2.012
HOMO-LUMO gap (alpha / beta) in eV: 6.31 / 6.64
Net charge: +2
Total energy in eV: -15061.9404

Entry 6:
Formula: C2H3I2NO
Source: the Open Molecules 2025 dataset
Level of theory: wB97M-V/def2-TZVPD

Last column: natural (NBO) charge in e.
Cartesian coordinates (Å):
C -0.0942 1.1550 -0.4023  0.14
C 0.1070 0.0091 -1.0466  -0.47
N -1.6762 -0.9134 2.2226  -1.00
O -1.1865 1.6449 0.1424  -0.74
I -1.4346 -1.3637 -1.4642  0.09
I -2.5570 0.4708 1.3140  1.21
H 0.7653 1.8145 -0.2793  0.19
H 1.0452 -0.2737 -1.4793  0.23
H -1.7144 -1.7923 1.7062  0.35

Output
Spin multiplicity: 1
Relative energy (zero: lowest compared OMol25 entry of this formula, charge and spin) in eV: 4.631
HOMO-LUMO gap in eV: 7.22
Total energy in eV: -21856.7416